*one*
C2H6N3S | ωB97M-V with the def2-TZVPD basis set

Computed properties:
- Orbital gap (spin up / spin down): 10.1 / 6.4 eV
- Highest occupied orbital energy (spin up / spin down): -14.0 / -14.0 eV
- Multiplicity: 3
- Total charge: +1

```
12
C2H6N3S, DFT ωB97M-V with the def2-TZVPD basis set
C -1.297 -0.673 -1.152
N 0.129 0.023 1.099
C 0.568 -1.058 0.279
H 1.009 1.282 -0.325
H 1.352 1.543 1.328
S -2.250 0.270 -0.100
H -0.183 2.027 0.729
H -1.711 -0.557 -2.199
H 0.330 -1.912 0.866
N -0.173 -1.253 -1.014
H 1.650 -1.004 -0.151
N 0.578 1.313 0.641
```

---

*two*
C2H6N3S | ωB97M-V with the def2-TZVPD basis set

Computed properties:
- Orbital gap (spin up / spin down): 7.2 / 7.1 eV
- Highest occupied orbital energy (spin up / spin down): -11.3 / -14.8 eV
- Multiplicity: 3
- Total charge: +1

```
12
C2H6N3S, DFT ωB97M-V with the def2-TZVPD basis set
S -0.719 1.126 -1.195
H -0.569 -0.657 -2.952
C -0.569 -0.496 -1.791
H 1.133 1.905 0.395
H 0.937 1.245 2.044
N 1.055 1.004 0.969
N -0.417 0.467 0.410
N -0.427 -1.443 -0.946
H -1.739 -1.027 0.543
C -0.655 -1.056 0.373
H 1.993 0.535 1.110
H -0.022 -1.603 1.042
```

---

Which structure wins on stability? *one* wins.

---

*one*
C44H44Cl3N6O5ReS2 | ωB97M-V with the def2-TZVPD basis set

Computed properties:
- Orbital gap (spin up / spin down): 3.4 / 4.4 eV
- Highest occupied orbital energy (spin up / spin down): -13.9 / -13.9 eV
- Multiplicity: 2
- Total charge: +3

```
105
C44H44Cl3N6O5ReS2, DFT ωB97M-V with the def2-TZVPD basis set
C -1.716 0.634 -4.882
S -6.212 4.447 -3.879
Cl -2.192 3.771 -2.457
C -0.834 7.236 3.476
C 2.841 2.558 0.469
S -1.515 1.848 0.687
H 1.090 0.599 -4.917
Re 0.330 0.271 0.283
H -2.905 3.921 1.415
H 3.329 3.437 0.049
C 1.082 3.548 -0.830
C -1.123 3.936 -3.825
C -1.460 -0.079 5.380
C -0.859 -2.427 -0.318
H 4.319 -0.718 1.637
C -2.330 2.048 -5.021
H 2.662 -2.367 -2.321
H -6.018 -2.165 3.659
O 2.835 0.164 0.480
C -4.349 1.799 -6.289
C -5.150 3.915 -5.132
C 2.670 -2.257 -1.236
C -1.708 -0.809 2.679
C -3.039 6.725 4.285
N 0.017 3.215 2.485
H 0.044 3.383 -1.106
H 0.111 3.940 3.185
C 0.709 5.088 -4.840
N -0.748 0.555 -3.796
C -1.918 7.544 4.285
H -2.729 -5.053 -1.360
N -1.737 -1.431 1.519
H 1.237 4.447 -6.816
H -2.883 -3.017 0.041
C -0.401 0.138 4.550
H 0.531 0.539 4.927
C -0.151 4.921 -3.765
C -4.038 -1.555 3.124
C 0.443 -3.890 -1.716
C -0.660 -4.719 -1.852
C -0.407 3.325 -6.013
H -6.222 0.876 -4.293
N -0.872 -1.323 0.561
C -5.166 2.549 -5.274
H -7.408 2.636 -2.772
H -4.137 -1.844 2.088
H -3.050 2.199 -4.215
C -2.702 -0.618 4.922
C -6.047 1.942 -4.344
C -0.496 -0.150 3.173
C 0.578 4.295 -5.973
H -1.897 8.434 4.898
H -3.892 6.979 4.899
H -4.491 0.722 -6.142
C -3.778 -0.805 5.794
C -1.267 3.114 -4.939
H 4.584 1.295 0.425
H -0.541 2.730 -6.908
O 1.373 -1.858 -0.759
H 1.173 4.490 -0.284
C -2.833 -0.998 3.566
C -0.856 6.099 2.683
H 3.358 -1.471 -0.951
H -5.792 -1.494 6.019
H -1.207 0.387 -5.812
N 0.123 0.471 -1.786
H -2.003 0.511 -2.067
H -1.370 0.172 6.431
O -2.963 2.142 -6.266
O 1.491 2.457 0.008
H -4.676 2.046 -7.299
C 1.152 0.499 -2.705
C 0.618 0.563 -3.950
H 3.252 0.392 2.529
C -1.871 -4.408 -1.238
C 3.564 1.309 0.038
H 2.186 0.475 -2.411
H -0.573 -5.617 -2.448
H 2.976 -3.192 -0.767
H 3.603 1.265 -1.051
Cl -4.236 5.023 -6.042
H 0.615 2.409 2.536
C 0.349 -2.730 -0.965
H 2.642 -1.189 2.000
H -3.946 4.946 3.491
C -4.964 -1.352 5.339
O 0.473 0.136 2.393
C -1.964 -3.275 -0.463
C -5.090 -1.730 4.004
C -3.070 5.585 3.499
H -0.075 5.569 -2.902
C -1.011 0.506 -2.490
H 1.371 -4.165 -2.198
H 0.024 7.893 3.444
C -1.113 3.135 1.798
Cl 1.930 6.297 -4.761
H -3.671 -0.526 6.835
H -2.512 -0.092 -4.717
C -6.677 2.842 -3.537
H 1.692 3.597 -1.735
H -0.038 5.899 2.002
N -2.034 4.081 1.902
C 3.294 -0.360 1.739
H 2.828 2.649 1.559
C -1.970 5.263 2.716
```

---

*two*
C44H44Cl3N6O5ReS2 | ωB97M-V with the def2-TZVPD basis set

Computed properties:
- Orbital gap (spin up / spin down): 4.3 / 4.8 eV
- Highest occupied orbital energy (spin up / spin down): -14.3 / -14.3 eV
- Multiplicity: 2
- Total charge: +3

```
105
C44H44Cl3N6O5ReS2, DFT ωB97M-V with the def2-TZVPD basis set
S -4.166 -3.889 5.270
C -1.463 -1.455 3.915
H -1.211 -4.033 0.165
H 2.165 2.335 -3.475
H -6.786 3.578 -3.108
H -1.391 -2.484 1.033
H -4.796 4.921 -2.508
C -3.353 1.845 -2.665
H -2.436 -1.476 3.440
H -0.011 -5.135 -5.245
H 3.261 -2.257 -3.642
H -3.660 0.615 6.448
H 8.744 5.086 -4.553
C -2.303 4.009 -2.151
C -4.476 1.102 -3.030
H -6.566 1.151 -3.495
H 9.387 2.865 -3.663
H 2.058 -3.218 -0.271
C -0.682 -2.597 3.929
C -1.622 1.911 3.474
H -2.360 2.709 3.453
C 1.019 -1.396 5.141
H -2.967 -4.137 7.375
C -3.308 -2.046 6.808
H 3.510 -1.669 -1.984
C -3.472 3.238 -2.487
Cl 1.546 -3.977 4.571
C -1.461 -3.631 -4.742
C 0.558 -2.561 4.552
O -3.327 0.593 4.390
C 6.070 2.765 -3.022
C -0.670 -1.897 -3.290
C 7.995 4.433 -4.125
C -1.696 -2.464 -4.047
C -2.678 0.627 1.558
C -0.198 -4.215 -4.706
H -2.720 -0.527 -0.305
H 2.758 0.943 1.166
H -2.254 -4.085 -5.320
H 1.820 -4.085 -4.012
C -1.977 0.925 4.582
H 0.937 -4.056 0.815
S 3.049 0.729 -1.351
H -5.066 0.413 5.394
H -2.410 5.085 -2.065
N -0.817 0.272 0.381
N -1.603 1.226 2.180
C -1.086 3.453 -1.929
C -5.824 3.098 -2.993
C -4.031 0.113 5.551
C 2.905 -2.304 -2.616
C 8.356 3.190 -3.625
C 5.705 4.019 -3.498
H -1.902 -2.636 -0.673
H 2.380 -2.468 2.054
H -3.666 0.640 1.990
C 1.207 -3.088 0.392
H 3.644 2.909 -4.172
C -2.188 0.033 0.443
C 2.591 0.007 1.686
C -3.353 -3.397 6.691
C -3.943 -1.373 5.724
C 0.841 -3.632 -3.991
C 0.212 -0.266 5.125
O 0.131 -2.572 -0.419
H 2.003 0.162 2.594
Cl -5.281 -1.868 3.372
O 1.889 -0.890 0.790
H -0.636 2.335 3.656
C -0.517 0.999 1.454
H 6.394 5.824 -4.415
O 1.551 -1.785 -2.551
C -1.052 -0.280 4.540
H 7.676 1.385 -2.684
N -0.827 -0.718 -2.524
C 0.596 -2.475 -3.279
H -2.660 -1.978 -4.072
H 0.692 -1.921 2.133
H 3.551 -0.433 1.949
C 3.832 1.751 -2.497
H -1.037 -3.520 3.486
H 1.989 -1.367 5.621
O 0.220 1.559 -1.726
Cl 0.824 1.188 5.845
C 1.537 -2.105 1.463
N 5.151 1.849 -2.406
N -1.906 -0.017 -2.822
H -4.384 0.035 -3.176
H 0.459 1.383 1.697
C -1.174 -2.949 0.071
C -4.455 -2.260 4.828
C 6.676 4.844 -4.053
Re 0.486 -0.394 -1.095
H -2.849 -1.540 7.647
H 4.698 4.396 -3.393
C -0.919 2.048 -1.986
H 5.575 1.188 -1.773
H -0.225 4.057 -1.674
N 3.166 2.402 -3.445
C -4.712 3.850 -2.647
C -2.060 1.221 -2.443
H 2.928 -3.333 -2.261
H -1.847 1.457 5.530
C 7.397 2.359 -3.073
C -5.700 1.728 -3.199
```

---

Which structure wins on stability? *one* wins.

---

*one*
C3H10NO2 | ωB97M-V with the def2-TZVPD basis set

Computed properties:
- Orbital gap: 6.7 eV
- Highest occupied orbital energy: -2.6 eV
- Multiplicity: 1
- Total charge: -1

```
16
C3H10NO2, DFT ωB97M-V with the def2-TZVPD basis set
H 0.267 -2.298 1.797
N -1.160 -1.152 -0.528
H 1.253 -0.341 -0.166
H 0.840 1.183 0.877
C 0.631 1.429 -1.231
O 0.334 0.726 -2.334
H -2.130 -1.130 -0.806
H -1.523 0.870 0.038
C 0.594 0.500 0.047
H -0.599 -1.035 -1.362
O 1.031 -1.885 2.228
H 1.565 2.030 -1.250
H -1.008 -0.176 1.335
C -0.834 0.042 0.266
H -0.175 2.193 -0.961
H 0.914 -0.957 2.050
```

---

*two*
C3H10NO2 | ωB97M-V with the def2-TZVPD basis set

Computed properties:
- Orbital gap: 7.6 eV
- Highest occupied orbital energy: -3.3 eV
- Multiplicity: 1
- Total charge: -1

```
16
C3H10NO2, DFT ωB97M-V with the def2-TZVPD basis set
H 0.661 -1.268 0.765
C -1.484 0.948 1.042
H -1.114 -0.927 -1.715
N -1.313 0.008 -1.311
H -0.758 1.861 0.963
O 3.097 0.266 -0.125
H 3.034 -0.398 0.547
O 1.057 -1.030 -1.260
H 2.440 -0.104 -0.771
H -1.552 -1.132 0.515
H -2.465 1.293 0.811
C -1.015 -0.199 0.100
H -1.474 0.699 2.183
H 0.867 0.322 0.271
C 0.461 -0.605 -0.100
H -0.442 0.265 -1.913
```

---

Which structure wins on stability? *one* wins.

---

*one*
H16IO8 | ωB97M-V with the def2-TZVPD basis set

Computed properties:
- Orbital gap: 8.7 eV
- Highest occupied orbital energy: -5.7 eV
- Multiplicity: 1
- Total charge: -1

```
25
H16IO8, DFT ωB97M-V with the def2-TZVPD basis set
H -2.029 -0.865 1.452
H 3.420 -0.275 0.554
O 0.801 -1.785 1.179
H -0.496 1.532 2.120
H 1.740 2.144 0.089
H 0.078 -1.943 1.896
O -1.769 -1.115 -3.527
H -0.518 2.662 2.984
O -2.295 -1.412 2.221
H -0.406 3.663 -2.687
H -2.869 -2.050 1.912
H -1.385 -0.386 -2.936
H 2.912 2.971 -0.570
H 0.123 2.367 -2.167
H -1.752 -1.815 -3.005
O 0.270 2.870 -2.970
H 2.198 -0.548 -0.147
I -0.325 0.360 -0.319
O -0.729 1.779 3.103
H -1.003 -3.851 -0.241
O 2.963 -0.767 -0.083
H 0.644 -0.967 1.078
H -0.775 -2.310 -0.016
O -1.471 -2.991 -0.144
O 2.673 2.733 0.225
```

---

*two*
H16IO8 | ωB97M-V with the def2-TZVPD basis set

Computed properties:
- Orbital gap: 8.8 eV
- Highest occupied orbital energy: -5.8 eV
- Multiplicity: 1
- Total charge: -1

```
25
H16IO8, DFT ωB97M-V with the def2-TZVPD basis set
O -3.177 -0.011 2.385
O 2.619 -0.007 3.509
H -3.465 0.693 2.874
H 2.534 3.293 -1.489
H -2.978 -2.919 0.123
I -0.074 0.376 0.573
H -2.667 0.224 1.559
O 2.046 3.178 -0.616
H 1.883 0.315 2.818
H 2.404 -0.598 4.332
O 0.765 -3.225 0.947
H -1.610 2.269 -1.113
H 1.532 2.316 -0.649
H 0.209 -2.391 0.699
O -0.566 -0.623 -3.049
H 2.061 -0.070 -0.885
H -0.236 -0.437 -2.142
H 0.233 -3.945 0.481
H 3.493 0.080 -1.092
H 0.052 -0.296 -3.629
H -1.873 -1.793 -0.290
H -1.660 3.232 -1.977
O -2.208 2.963 -1.367
O -2.022 -2.693 -0.390
O 2.707 0.069 -1.611
```

---

Which structure wins on stability? *two* wins.

---

*one*
C17H34CdOP2 | ωB97M-V with the def2-TZVPD basis set

Computed properties:
- Orbital gap: 4.4 eV
- Highest occupied orbital energy: -4.5 eV
- Multiplicity: 1

```
55
C17H34CdOP2, DFT ωB97M-V with the def2-TZVPD basis set
H -0.291 3.730 2.075
H 1.074 4.541 -1.109
H 2.888 -0.420 0.323
H 3.736 0.983 -0.225
H 0.460 -6.633 0.555
O -1.765 -4.587 -0.343
H 0.272 1.619 -2.298
H 0.496 1.809 2.455
Cd 0.417 -3.459 1.354
C 0.564 1.094 -1.379
H -0.317 -0.731 -2.027
P -2.165 -0.095 -0.698
H -4.089 0.650 -1.899
H 1.179 -1.181 -0.060
H 2.586 1.264 -2.136
C -1.398 2.633 -0.285
C 1.541 3.554 -0.989
C 0.087 -6.148 -0.356
H 2.505 -3.279 3.053
H -3.325 -0.703 -2.773
C -0.657 -4.879 0.042
C -0.373 -0.076 -1.135
C -3.125 0.220 -2.214
C 2.719 0.601 -0.056
H 3.108 -3.026 1.386
P 0.431 2.386 0.016
C 0.684 1.324 1.489
H 0.561 -0.700 2.222
H -4.093 -1.391 -0.186
C -3.059 -1.367 0.193
H 0.958 -5.862 -0.963
H 2.409 -1.676 2.282
H -1.508 2.863 -1.357
H -0.546 -6.851 -0.903
H -0.986 -0.051 1.794
C 0.445 3.891 1.277
H 2.678 2.217 1.409
H -2.652 -2.378 0.063
H -2.616 0.948 -2.862
H -0.445 -1.783 0.189
H 2.483 3.706 -0.443
H 0.180 4.823 0.763
C -2.365 1.522 0.144
C 0.154 -0.844 0.111
H 1.442 4.013 1.721
H -2.358 1.383 1.233
C 2.034 1.480 0.932
C 2.316 -2.747 2.103
H -3.125 -1.139 1.266
H -3.386 1.842 -0.116
H -1.696 3.552 0.235
H 1.793 3.199 -1.996
C 2.019 0.622 -1.450
H 2.059 -0.375 -1.892
C 0.061 -0.083 1.468
```

---

*two*
C17H34CdOP2 | ωB97M-V with the def2-TZVPD basis set

Computed properties:
- Orbital gap: 5.0 eV
- Highest occupied orbital energy: -4.5 eV
- Multiplicity: 1

```
55
C17H34CdOP2, DFT ωB97M-V with the def2-TZVPD basis set
P -0.114 -1.662 -5.424
C 1.058 -1.285 -3.928
H 1.394 -2.402 1.117
C -0.197 -1.992 -3.618
H -2.976 0.036 -2.822
H 1.741 0.495 -6.218
H 0.780 1.414 -7.379
C -1.591 -2.703 -5.797
C -1.350 -1.428 -2.801
C -1.603 0.687 -4.319
H -1.027 2.511 -3.356
C 1.880 3.169 -4.870
H -2.002 -2.281 -2.540
H 1.534 -3.463 -5.688
C -0.560 1.609 -3.818
C -0.326 -0.199 -6.502
H -0.297 3.811 -6.877
H -2.840 -0.945 -4.260
H 2.015 -1.985 -6.592
H 2.001 3.904 -5.678
C 0.444 1.027 -2.793
C 1.167 -2.632 -6.310
H -2.273 1.123 -5.098
H 0.554 -2.267 -0.453
H 0.125 2.424 2.858
H -0.248 3.954 1.950
C 0.360 2.281 0.730
C -2.247 -0.374 -3.537
H -0.338 -0.574 -7.543
C 0.740 0.926 -6.392
C -0.795 3.341 -6.018
H -1.684 2.795 -6.370
P 0.391 2.258 -5.194
H -0.391 -2.356 1.061
C 0.526 -1.965 0.602
H -1.029 -1.046 -1.824
H -1.401 2.563 1.930
H -1.501 -3.084 -6.820
C -0.337 2.857 1.952
Cd 0.589 0.125 0.855
H 1.002 1.845 -2.310
H 0.723 -3.044 -7.228
H 2.214 -0.165 -2.563
O 0.771 2.900 -0.228
H 1.950 -1.921 -4.020
H 1.809 3.705 -3.917
H -1.115 4.124 -5.315
H -2.536 -2.155 -5.710
H 2.764 2.521 -4.861
H 2.098 0.589 -4.107
H -0.076 -3.074 -3.472
H -0.112 0.585 -1.964
C 1.487 0.048 -3.369
H -1.352 0.181 -6.364
H -1.615 -3.559 -5.109
```

---

Which structure wins on stability? *one* wins.

---

*one*
C6H9FS | ωB97M-V with the def2-TZVPD basis set

Computed properties:
- Orbital gap: 9.7 eV
- Highest occupied orbital energy: -8.8 eV
- Multiplicity: 1

```
17
C6H9FS, DFT ωB97M-V with the def2-TZVPD basis set
H -2.411 -0.422 0.611
S 1.934 -0.447 -0.424
C -0.384 0.096 1.234
H -2.131 0.060 -1.638
F -1.091 -1.861 0.188
C -1.161 0.112 -1.118
H 1.036 -1.416 -0.615
H -0.111 2.317 1.276
C -0.705 1.553 -0.800
H -1.677 2.059 -0.766
H 0.031 1.902 -1.561
C 0.983 0.491 0.784
H -0.381 -0.346 -1.665
C -0.161 1.491 0.621
H -0.602 -0.090 2.317
C -1.327 -0.562 0.210
H 1.653 0.746 1.558
```

---

*two*
C6H9FS | ωB97M-V with the def2-TZVPD basis set

Computed properties:
- Orbital gap: 9.7 eV
- Highest occupied orbital energy: -9.0 eV
- Multiplicity: 1

```
17
C6H9FS, DFT ωB97M-V with the def2-TZVPD basis set
H 1.992 -1.100 0.774
H -1.545 -1.006 -1.506
H -0.688 1.732 0.848
C 1.211 -0.329 0.558
H 0.604 -0.208 1.464
C 1.088 -1.433 -1.730
C 0.351 -0.763 -0.601
C -1.837 0.045 0.347
C -0.969 -0.617 -0.646
H 2.791 0.902 -0.755
H 0.418 -1.795 -2.535
F -2.993 -0.628 0.512
C -1.623 1.164 1.038
S 2.060 1.267 0.320
H 1.808 -0.770 -2.188
H 1.636 -2.309 -1.348
H -2.364 1.527 1.723
```

---

Which structure wins on stability? *two* wins.

---

*one*
C3H4BrCl | ωB97M-V with the def2-TZVPD basis set

Computed properties:
- Orbital gap: 7.6 eV
- Highest occupied orbital energy: -9.0 eV
- Multiplicity: 1

```
9
C3H4BrCl, DFT ωB97M-V with the def2-TZVPD basis set
Br -3.285 0.711 0.022
H 1.780 -0.998 -0.840
Cl -1.293 -2.095 0.443
H -0.907 1.617 -0.037
H 2.482 -0.025 0.673
C -1.329 0.586 0.223
H 1.389 0.832 -0.655
C 1.832 -0.083 -0.207
C -0.669 -0.546 0.378
```

---

*two*
C3H4BrCl | ωB97M-V with the def2-TZVPD basis set

Computed properties:
- Orbital gap: 11.2 eV
- Highest occupied orbital energy: -10.4 eV
- Multiplicity: 1

```
9
C3H4BrCl, DFT ωB97M-V with the def2-TZVPD basis set
C -1.442 0.500 0.315
H 2.437 -1.379 1.049
C 1.640 -0.261 -0.803
Cl -1.532 -1.258 0.465
C 2.026 -0.823 0.184
Br -2.770 1.351 -0.742
H -1.367 0.821 1.286
H 1.421 0.398 -1.625
H -0.413 0.650 -0.128
```

---

Which structure wins on stability? *two* wins.

---

*one*
CHClNO2S | ωB97M-V with the def2-TZVPD basis set

Computed properties:
- Orbital gap: 7.0 eV
- Highest occupied orbital energy: -3.4 eV
- Multiplicity: 1
- Total charge: -1

```
7
CHClNO2S, DFT ωB97M-V with the def2-TZVPD basis set
O 0.866 0.113 1.002
S -1.082 -0.122 -0.861
H 0.436 0.067 -0.359
O -0.405 -0.113 2.878
Cl -2.892 -0.159 1.585
C -0.176 0.046 1.676
N -1.382 0.051 0.815
```

---

*two*
CHClNO2S | ωB97M-V with the def2-TZVPD basis set

Computed properties:
- Orbital gap: 6.7 eV
- Highest occupied orbital energy: -2.9 eV
- Multiplicity: 1
- Total charge: -1

```
7
CHClNO2S, DFT ωB97M-V with the def2-TZVPD basis set
O -1.576 1.871 -1.481
H 0.278 -0.451 -0.673
Cl -1.907 2.393 1.293
N -1.174 0.971 0.599
C -0.940 1.043 -0.828
S 0.084 0.119 1.333
O -0.209 0.104 -1.297
```

---

Which structure wins on stability? *two* wins.